{
  "formula": "C32H26Br2IrN10",
  "method": "wB97M-V/def2-TZVPD",
  "lumo_energy_ev": [-13.930, -13.987],
  "homo_ev": [-17.77, -17.77],
  "e_above_lowest_ev": 3.964,
  "multiplicity": 2,
  "charge": 4,
  "gap_ev": [3.8, 3.8],
  "total_energy_ev": -191387.864,
  "elements": ["Ir", "Br", "C", "C", "C", "N", "C", "C", "C", "C", "C", "Br", "C", "C", "N", "H", "H", "H", "H", "H", "H", "C", "C", "C", "C", "C", "C", "N", "N", "C", "C", "C", "C", "C", "N", "H", "H", "H", "H", "H", "H", "H", "H", "H", "C", "C", "N", "C", "C", "N", "C", "N", "N", "N", "C", "C", "C", "C", "C", "C", "H", "H", "H", "H", "H", "H", "H", "H", "H", "H", "H"],
  "coordinates": [[0.160, 0.223, 0.371], [6.537, -1.483, 0.749], [4.751, -1.060, 0.614], [4.099, -1.088, -0.621], [2.765, -0.762, -0.676], [2.059, -0.415, 0.419], [2.697, -0.348, 1.621], [4.028, -0.674, 1.747], [1.837, 0.156, 2.717], [2.215, 0.227, 4.038], [1.302, 0.688, 4.990], [1.771, 0.769, 6.768], [0.028, 1.081, 4.567], [-0.281, 0.998, 3.232], [0.595, 0.547, 2.313], [4.629, -1.357, -1.524], [2.237, -0.748, -1.620], [4.527, -0.615, 2.703], [3.204, -0.077, 4.349], [-0.702, 1.450, 5.272], [-1.249, 1.310, 2.864], [-1.129, 5.469, -0.354], [-0.053, 4.594, -0.531], [-0.243, 3.247, -0.370], [-1.532, 2.725, -0.062], [-2.611, 3.639, 0.138], [-2.394, 4.985, 0.009], [-1.630, 1.364, 0.092], [-2.760, 0.756, -0.059], [-2.102, -1.523, -0.552], [-2.811, -2.457, -1.269], [-2.097, -3.378, -2.034], [-0.716, -3.310, -2.038], [-0.086, -2.317, -1.305], [-0.767, -1.415, -0.573], [-0.983, 6.534, -0.486], [0.921, 4.981, -0.799], [0.592, 2.573, -0.538], [-3.581, 3.313, 0.486], [-3.201, 5.680, 0.197], [-3.893, -2.484, -1.234], [-2.619, -4.135, -2.605], [-0.122, -4.013, -2.605], [0.987, -2.250, -1.274], [-3.699, -2.221, 1.900], [-3.850, -0.990, 1.092], [-2.782, -0.592, 0.317], [-4.008, 1.237, -0.536], [-5.079, 0.727, 0.065], [-4.935, -0.250, 1.066], [-6.096, -0.495, 2.061], [-5.766, -0.035, 3.332], [-5.155, -0.900, 4.240], [-5.049, -0.314, 5.347], [-5.602, 0.959, 5.259], [-5.749, 1.939, 6.244], [-6.371, 3.106, 5.862], [-6.834, 3.298, 4.545], [-6.695, 2.333, 3.565], [-6.069, 1.155, 3.967], [-2.910, -2.855, 1.505], [-4.627, -2.782, 1.988], [-3.433, -1.918, 2.920], [-4.014, 1.948, -1.351], [-6.089, 1.012, -0.198], [-6.294, -1.564, 2.056], [-6.952, 0.039, 1.652], [-5.421, 1.765, 7.260], [-6.525, 3.891, 6.589], [-7.340, 4.223, 4.302], [-7.084, 2.491, 2.566]],
  "lowdin_spin": [0.784, 0.001, 0.002, 0.000, 0.004, 0.004, 0.003, 0.000, 0.013, 0.001, 0.013, 0.010, 0.000, 0.012, 0.038, 0.000, 0.002, 0.000, 0.000, 0.000, 0.001, 0.017, 0.001, 0.019, 0.016, 0.002, 0.006, 0.002, -0.020, 0.006, 0.001, 0.006, 0.001, 0.015, 0.047, 0.001, 0.000, 0.004, 0.000, 0.000, 0.000, 0.000, 0.000, 0.001, 0.000, -0.001, -0.003, 0.000, -0.006, -0.001, 0.000, 0.000, 0.000, 0.000, 0.000, 0.000, 0.000, 0.000, 0.000, 0.000, 0.000, 0.000, 0.000, 0.000, 0.000, 0.000, 0.000, 0.000, 0.000, 0.000, 0.000]
}



{
  "formula": "C32H26BrN3NiO6Se",
  "method": "wB97M-V/def2-TZVPD",
  "lumo_energy_ev": [3.997, 3.997],
  "homo_ev": [-1.51, -1.67],
  "e_above_lowest_ev": 0.000,
  "multiplicity": 3,
  "charge": -2,
  "gap_ev": [5.5, 5.7],
  "total_energy_ev": -226795.404,
  "elements": ["Ni", "Br", "C", "C", "C", "C", "O", "C", "C", "N", "C", "C", "C", "C", "C", "C", "C", "C", "N", "C", "C", "H", "H", "H", "H", "H", "H", "H", "H", "H", "H", "C", "C", "C", "C", "C", "C", "C", "C", "C", "C", "O", "O", "H", "H", "H", "H", "H", "H", "H", "H", "H", "H", "H", "Se", "C", "C", "C", "C", "C", "C", "H", "H", "H", "H", "H", "O", "N", "O", "O"],
  "coordinates": [[-0.738, -0.150, -1.201], [6.022, -3.370, -0.931], [4.187, -2.858, -1.109], [3.274, -3.753, -1.691], [1.963, -3.400, -1.814], [1.452, -2.126, -1.375], [0.224, -1.886, -1.511], [2.422, -1.235, -0.790], [2.101, 0.046, -0.236], [0.976, 0.654, -0.324], [0.762, 1.883, 0.312], [1.649, 2.563, 1.112], [1.331, 3.828, 1.644], [0.132, 4.426, 1.387], [-0.824, 3.749, 0.596], [-2.096, 4.284, 0.289], [-2.973, 3.559, -0.460], [-2.597, 2.270, -0.902], [-1.428, 1.758, -0.632], [-0.522, 2.472, 0.084], [3.765, -1.639, -0.663], [3.617, -4.721, -2.039], [1.242, -4.073, -2.261], [2.931, 0.514, 0.300], [2.616, 2.139, 1.342], [2.066, 4.335, 2.258], [-0.102, 5.409, 1.778], [-2.354, 5.272, 0.657], [-3.953, 3.941, -0.713], [-3.263, 1.633, -1.474], [4.469, -0.959, -0.196], [-3.830, -5.164, 4.689], [-2.989, -4.172, 3.926], [-2.158, -4.583, 2.892], [-1.395, -3.675, 2.161], [-0.503, -4.129, 1.039], [-1.474, -2.320, 2.477], [-2.308, -1.883, 3.506], [-2.396, -0.412, 3.814], [-3.050, -2.814, 4.222], [-0.651, -1.309, 1.690], [0.530, -1.158, 2.032], [-1.299, -0.715, 0.781], [-3.471, -6.183, 4.533], [-4.875, -5.129, 4.368], [-3.812, -4.959, 5.762], [-2.099, -5.639, 2.644], [-0.521, -5.216, 0.936], [0.526, -3.806, 1.214], [-0.807, -3.677, 0.091], [-1.407, -0.005, 4.034], [-3.053, -0.226, 4.667], [-2.774, 0.132, 2.946], [-3.696, -2.472, 5.027], [-0.139, 0.758, -3.605], [0.483, 2.496, -3.122], [-0.364, 3.611, -3.135], [0.078, 4.866, -2.737], [1.389, 5.052, -2.315], [2.250, 3.960, -2.308], [1.805, 2.707, -2.707], [-1.390, 3.473, -3.455], [-0.612, 5.703, -2.744], [1.731, 6.026, -1.986], [3.275, 4.082, -1.972], [2.474, 1.853, -2.674], [-2.399, -1.832, -3.447], [-3.147, -1.132, -2.776], [-4.341, -0.964, -3.066], [-2.710, -0.554, -1.724]],
  "lowdin_spin": [1.725, 0.000, -0.001, -0.001, 0.002, 0.003, 0.032, 0.000, 0.000, 0.040, 0.004, 0.001, 0.001, 0.000, 0.001, -0.002, 0.002, 0.001, 0.035, 0.002, 0.000, 0.000, 0.000, 0.002, 0.000, 0.000, 0.000, 0.000, 0.000, 0.000, 0.000, 0.000, 0.000, 0.000, 0.001, 0.000, 0.002, 0.000, 0.000, 0.000, 0.004, 0.002, 0.030, 0.000, 0.000, 0.000, 0.000, 0.000, 0.000, 0.000, 0.000, 0.000, 0.000, 0.000, 0.054, 0.006, 0.006, 0.000, 0.007, 0.000, 0.006, 0.000, 0.000, 0.001, 0.000, 0.000, -0.002, 0.001, 0.003, 0.031]
}



{
  "formula": "C32H26N2P2S2Ti",
  "method": "wB97M-V/def2-TZVPD",
  "lumo_energy_ev": -6.469,
  "homo_ev": -14.37,
  "multiplicity": 1,
  "charge": 2,
  "gap_ev": 7.9,
  "total_energy_ev": -99939.358,
  "elements": ["Ti", "S", "P", "C", "P", "S", "C", "C", "C", "C", "C", "C", "C", "C", "C", "C", "C", "C", "C", "C", "C", "C", "C", "C", "C", "C", "C", "C", "C", "C", "H", "H", "H", "H", "H", "H", "H", "H", "H", "H", "H", "H", "H", "H", "H", "H", "H", "H", "H", "H", "N", "C", "N", "C", "C", "C", "C", "C", "C", "H", "H", "H", "H", "H", "H"],
  "coordinates": [[-0.438, -1.812, -0.721], [1.743, -1.427, -1.283], [1.206, 0.214, -0.082], [-0.492, -0.060, 0.047], [-1.741, 0.481, -1.019], [-2.231, -1.326, -2.031], [-3.164, 1.102, -0.169], [-4.279, 1.466, -0.929], [-5.394, 1.977, -0.293], [-5.394, 2.127, 1.092], [-4.287, 1.764, 1.843], [-3.164, 1.244, 1.215], [-1.255, 1.630, -2.293], [-1.367, 2.995, -2.013], [-0.980, 3.925, -2.961], [-0.493, 3.503, -4.192], [-0.383, 2.148, -4.473], [-0.757, 1.210, -3.526], [2.032, 0.097, 1.485], [1.352, -0.292, 2.635], [2.048, -0.434, 3.827], [3.414, -0.198, 3.862], [4.094, 0.194, 2.712], [3.407, 0.347, 1.521], [1.707, 1.749, -0.838], [2.300, 1.851, -2.087], [2.743, 3.091, -2.529], [2.595, 4.211, -1.726], [1.994, 4.108, -0.474], [1.552, 2.879, -0.025], [-4.279, 1.359, -2.008], [-6.263, 2.260, -0.871], [-6.268, 2.532, 1.583], [-4.295, 1.883, 2.917], [-2.299, 0.952, 1.796], [-1.771, 3.335, -1.067], [-1.077, 4.981, -2.745], [-0.207, 4.233, -4.937], [-0.017, 1.818, -5.436], [-0.680, 0.159, -3.767], [0.283, -0.465, 2.610], [1.523, -0.722, 4.728], [3.957, -0.308, 4.791], [5.157, 0.387, 2.747], [3.940, 0.666, 0.634], [2.425, 0.978, -2.715], [3.215, 3.174, -3.498], [2.957, 5.170, -2.073], [1.885, 4.981, 0.155], [1.110, 2.798, 0.962], [-1.270, -5.783, 0.170], [-1.505, -4.566, -0.311], [-0.655, -3.664, 0.176], [0.197, -4.373, 1.041], [1.284, -3.934, 1.794], [1.940, -4.887, 2.544], [1.536, -6.234, 2.547], [0.467, -6.677, 1.798], [-0.188, -5.708, 1.044], [-1.807, -6.603, -0.068], [-2.306, -4.355, -1.003], [1.606, -2.901, 1.795], [2.790, -4.594, 3.144], [2.082, -6.944, 3.153], [0.163, -7.714, 1.797]],
  "lowdin_charge": [0.435, 0.467, 0.584, -0.593, 0.609, 0.466, -0.371, -0.075, -0.042, -0.036, -0.049, -0.067, -0.361, -0.069, -0.046, -0.041, -0.052, -0.098, -0.372, -0.092, -0.053, -0.038, -0.040, -0.064, -0.363, -0.084, -0.050, -0.041, -0.048, -0.078, 0.120, 0.121, 0.121, 0.118, 0.099, 0.121, 0.121, 0.121, 0.120, 0.081, 0.100, 0.118, 0.120, 0.121, 0.122, 0.094, 0.121, 0.121, 0.120, 0.121, 0.172, -0.122, -0.029, -0.207, -0.001, -0.043, -0.043, 0.019, -0.164, 0.187, 0.138, 0.091, 0.118, 0.121, 0.127]
}



- Which of these has the highest charge?
  C32H26Br2IrN10



- The highest multiplicity belongs to which entry?
  C32H26BrN3NiO6Se



- Which value of multiplicity does entry 3 give?
  1



- The lowest multiplicity belongs to which entry?
  C32H26N2P2S2Ti